(1)
{"formula": "C2H3FO3S", "method": "the ωB97M-V functional and the def2-TZVPD basis", "species": ["C", "C", "O", "O", "O", "F", "S", "H", "H", "H"], "coordinates": [[0.4631, -1.0114, -0.3531], [0.0310, -1.2582, 0.7428], [-2.6897, -1.2073, -0.8669], [-1.7309, 1.0695, -0.9590], [0.2729, 2.2536, 0.3341], [0.4853, 3.6017, 0.1134], [-2.1547, -0.0558, -0.2011], [0.7238, -0.6063, -1.2799], [-0.2738, 1.7862, -0.2727], [-0.1791, -1.6748, 1.6676]], "lowdin_charge": [0.01, -0.02, -0.39, -0.42, -0.02, -0.09, 0.86, 0.05, -0.02, 0.04], "homo_energy_ev": -11.149, "homo_lumo_gap_ev": 10.1, "total_charge": 0, "e_above_lowest_kcal_mol": 143.6}



(2)
{"formula": "C2H3FOS", "method": "the ωB97M-V functional and the def2-TZVPD basis", "species": ["O", "C", "S", "C", "F", "H", "H", "H"], "coordinates": [[1.8778, 0.3403, 0.8306], [0.8138, -0.0902, 0.5595], [0.0366, -1.8114, 0.6324], [-0.1855, 0.6366, -0.4187], [-1.0667, -0.2324, -1.0290], [-1.4060, -1.4269, 0.4244], [0.4908, 0.9982, -1.0490], [-0.5607, 1.5858, 0.0497]], "lowdin_charge": [0.08, -0.68, 0.73, -0.21, -0.13, -0.01, 0.07, 0.15], "smiles": "O=C(S)CF", "homo_energy_ev": -9.856, "homo_lumo_gap_ev": 10.4, "total_charge": 0, "e_above_lowest_kcal_mol": 44.8}



(3)
{"formula": "C2H3FOSr", "method": "the ωB97M-V functional and the def2-TZVPD basis", "species": ["H", "O", "C", "C", "Sr", "H", "H", "F"], "coordinates": [[0.5034, -0.9218, -0.9386], [0.7331, -0.3068, -0.0508], [-0.5319, -0.1510, 0.6009], [-1.1804, -0.2541, -0.7231], [2.8415, 0.9486, 0.2314], [-0.6196, 0.8500, 1.0478], [-0.7812, -1.0009, 1.2545], [-0.9650, 0.8359, -1.4220]], "lowdin_charge": [0.18, -0.44, -0.24, 0.03, 1.17, 0.13, 0.13, 0.05], "homo_energy_ev": [-9.805, -13.677], "homo_lumo_gap_ev": [5.3, 9.0], "s_squared": 0.751, "total_charge": 1, "e_above_lowest_kcal_mol": 84.9, "multiplicity": 2}



(4)
{"formula": "C2H3FOTl", "method": "the ωB97M-V functional and the def2-TZVPD basis", "species": ["C", "C", "H", "F", "H", "H", "O", "Tl"], "coordinates": [[-0.9778, 0.0552, 0.4690], [-0.7521, -1.1290, -0.2471], [-1.2694, -0.0058, 1.5249], [-1.7045, 0.9970, -0.1920], [-0.5142, -2.0391, 0.3087], [-0.8759, -1.1383, -1.3344], [0.8759, 0.9451, 0.8519], [1.7534, -0.2984, -0.1764]], "lowdin_charge": [-0.14, 0.19, 0.19, 0.15, 0.12, 0.14, -0.24, 1.59], "homo_energy_ev": [-22.060, -23.043], "homo_lumo_gap_ev": [6.9, 8.7], "s_squared": 0.777, "total_charge": 2, "e_above_lowest_kcal_mol": 78.4, "multiplicity": 2}



(5)
{"formula": "C2H3FS2", "method": "the ωB97M-V functional and the def2-TZVPD basis", "species": ["C", "C", "F", "S", "S", "H", "H", "H"], "coordinates": [[-0.0441, -0.1360, 0.3331], [0.1920, 0.5498, -0.7247], [-2.5842, 2.4706, 1.3016], [-0.2400, 2.8837, -0.3920], [-0.9351, 2.8247, 1.4189], [0.0663, -1.2684, 0.5514], [-0.4456, 0.4034, 1.0750], [0.6697, 0.6033, -1.6810]], "lowdin_charge": [-0.11, -0.15, -0.54, 0.30, 0.42, 0.12, -0.07, 0.03], "homo_energy_ev": -8.951, "homo_lumo_gap_ev": 8.7, "total_charge": 0, "e_above_lowest_kcal_mol": 51.6}



(6)
{"formula": "C2H3FS2", "method": "the ωB97M-V functional and the def2-TZVPD basis", "species": ["C", "C", "F", "S", "S", "H", "H", "H"], "coordinates": [[2.2315, -0.0553, -0.1062], [1.5407, 0.3775, -0.9834], [3.0572, -0.6607, 0.6267], [-2.1034, 0.1247, -0.7121], [-2.5611, 1.5858, 0.5309], [-3.2582, 0.1371, -1.3332], [1.1863, 1.1169, -1.6285], [-1.6549, 0.9087, -1.7352]], "lowdin_charge": [-0.24, 0.09, 0.15, 0.33, -0.11, -0.14, 0.02, -0.10], "homo_energy_ev": -8.384, "homo_lumo_gap_ev": 8.6, "total_charge": 0, "e_above_lowest_kcal_mol": 92.2}



(7)
{"formula": "C2H3FS2", "method": "the ωB97M-V functional and the def2-TZVPD basis", "species": ["F", "C", "S", "H", "C", "S", "H", "H"], "coordinates": [[2.5829, 0.0580, 1.5613], [1.6721, -0.2498, 0.6870], [1.3804, -1.7559, 0.3845], [1.2978, 0.7011, 0.2279], [-1.8288, 0.2313, -0.7166], [-0.8162, 1.3890, -1.2118], [-2.1052, -0.6774, -1.3071], [-2.1830, 0.3036, 0.3747]], "lowdin_charge": [-0.03, -0.80, 0.75, 0.02, -0.58, 0.59, 0.02, 0.03], "smiles": "FC=S.C=S", "homo_energy_ev": -9.126, "homo_lumo_gap_ev": 8.4, "total_charge": 0, "e_above_lowest_kcal_mol": 33.7}



(8)
{"formula": "C2H3FSi", "method": "the ωB97M-V functional and the def2-TZVPD basis", "species": ["C", "C", "F", "Si", "H", "H", "H"], "coordinates": [[-0.4400, 0.2984, 2.1690], [-0.4484, 0.1403, 0.9232], [1.3355, 0.6634, -0.6474], [0.1758, -0.2484, -1.3436], [-0.3070, 0.5645, 3.1766], [0.6810, -0.2097, -2.7329], [-0.9967, -1.2086, -1.5449]], "lowdin_charge": [-0.09, -0.22, -0.27, 0.75, -0.03, -0.07, -0.07], "homo_energy_ev": -9.200, "homo_lumo_gap_ev": 7.4, "total_charge": 0, "e_above_lowest_kcal_mol": 92.1}



| no. | E (Ha) |
| --- | --- |
| 1 | -801.5361 |
| 2 | -651.2314 |
| 3 | -283.3950 |
| 4 | -424.5509 |
| 5 | -974.1370 |
| 6 | -974.0722 |
| 7 | -974.1656 |
| 8 | -467.1986 |